(1)
The following is a quantum chemistry calculation of a 5-piece molecular cluster, C21H55NO18P5 overall at a distorted geometry, from the Open Molecules 2025 dataset.

max |F|	0.15240	Eh/bohr
total charge	+1
Kohn-Sham gap	8.597	eV

XYZ file:
```
100
Properties=species:S:1:pos:R:3:forces:R:3:mulliken_charge:R:1
C -2.9036 0.6254 6.8719 0.5 0.1 0.7 0.9403
C -2.6660 0.8991 5.7350 0.2 0.2 -0.6 -1.5720
P -2.1182 1.2405 4.1279 -0.7 -0.2 -0.2 1.0590
C -3.5317 1.7239 3.1361 -0.2 -0.1 -0.3 -0.9953
C -3.5083 1.1051 1.7344 -0.3 -0.1 -0.5 -0.0476
C -4.7719 1.4347 0.9408 0.2 -0.1 0.1 -1.2780
O -2.3145 1.4566 1.0445 0.2 0.0 0.3 -0.5002
N -1.5669 -0.1727 3.5386 0.7 0.6 0.6 -0.3214
C -0.5783 -0.9087 4.3982 -0.2 -0.8 -0.7 -0.2712
C 0.5532 -1.4234 3.5047 -0.7 0.4 0.3 -1.3699
O -1.0499 2.3796 4.3110 -0.2 -0.3 -0.4 -0.4177
C -0.0313 2.5537 3.2766 1.0 0.9 -0.1 -0.1014
C 1.3062 2.7317 3.9793 -0.7 -0.1 0.5 -1.3411
H -2.8700 0.4740 7.9275 -0.5 -0.2 0.0 0.4559
H -3.6505 2.8081 3.0749 0.2 0.1 0.1 0.4732
H -4.4135 1.3365 3.6514 0.0 0.0 0.2 0.5142
H -3.4657 0.0206 1.8209 0.1 0.0 0.2 0.3791
H -4.9820 0.6364 0.2331 0.0 0.0 -0.1 0.3496
H -4.6598 2.3541 0.3669 -0.1 0.2 0.2 0.3222
H -5.6196 1.5127 1.6191 -0.1 0.1 -0.1 0.3958
H -2.3535 2.3909 0.8106 0.0 0.0 -0.2 0.3893
H -1.2498 -0.0947 2.5760 -0.2 -0.2 -0.1 0.3455
H -0.2136 -0.2846 5.2118 0.0 0.0 0.0 0.3175
H -1.1136 -1.7630 4.8078 0.0 0.1 0.2 0.3894
H 0.1129 -1.7511 2.5626 0.2 -0.1 -0.1 0.3855
H 1.0171 -2.2893 3.9646 0.4 0.1 0.0 0.4150
H 1.2419 -0.6012 3.3210 0.3 -0.3 -0.1 0.2474
H -0.2461 3.4753 2.7374 -0.4 -0.1 0.0 0.4208
H -0.0116 1.7513 2.5438 -0.2 -0.3 0.2 0.3391
H 2.1424 2.5876 3.3028 0.0 0.0 0.0 0.3637
H 1.3462 2.0337 4.8164 0.3 -0.2 -0.2 0.3333
H 1.3356 3.7194 4.4351 0.2 0.1 -0.1 0.3731
C 1.2350 -3.4509 -2.7601 0.2 0.2 -0.1 -0.9534
O 1.7873 -4.5778 -2.0462 -3.4 -0.2 -0.8 -0.3434
P 1.2516 -4.8723 -0.5220 7.1 -0.2 3.4 1.1375
O 1.8527 -3.7081 0.1928 -1.2 0.5 -0.3 -0.6499
O 2.1807 -6.2019 -0.4964 -0.2 -0.3 0.2 -0.4010
C 3.5701 -6.1100 -0.8152 0.0 -0.1 -0.3 -0.5493
O 0.3658 -5.4926 0.7107 -2.5 0.2 -2.4 -0.2820
C -0.4432 -6.6675 0.4831 0.0 -0.2 0.1 -0.6853
H 1.5186 -3.5429 -3.8050 0.0 -0.1 0.0 0.2197
H 0.1493 -3.4344 -2.6953 0.0 0.1 -0.1 0.5452
H 1.6417 -2.5233 -2.3587 -0.1 0.0 0.1 0.3276
H 3.9704 -5.1305 -0.5539 -0.1 0.0 0.0 0.2416
H 3.7283 -6.3025 -1.8760 0.0 0.0 0.0 0.2213
H 4.0862 -6.8744 -0.2386 -0.1 0.0 0.1 0.3349
H 0.1900 -7.5329 0.2921 0.1 0.1 0.0 0.2872
H -1.1284 -6.5228 -0.3517 0.0 0.0 0.0 0.3129
H -1.0247 -6.8461 1.3838 0.0 0.1 0.0 0.2361
C 4.5448 -3.0810 -2.6867 -0.2 -0.2 0.1 -0.8603
O 5.8784 -3.4655 -2.2999 0.0 2.4 -1.0 -0.3561
P 6.9753 -3.5836 -3.4867 2.4 -4.7 0.4 1.1686
O 6.5429 -4.6998 -4.3436 -0.5 0.6 -0.3 -0.7276
O 8.1717 -3.9431 -2.4724 0.1 0.1 -0.1 -0.3776
C 8.0896 -5.1378 -1.6970 -0.1 0.0 0.3 -0.6428
O 7.9065 -2.6638 -4.4191 -1.8 1.8 0.9 -0.3402
C 8.4750 -1.4533 -3.8764 0.2 0.1 0.0 -0.6269
H 3.9961 -2.8199 -1.7840 0.1 0.0 0.1 0.2637
H 4.5610 -2.2170 -3.3522 0.0 0.0 0.0 0.5252
H 4.0508 -3.9186 -3.1781 0.1 0.0 -0.1 0.3381
H 7.5144 -5.9053 -2.2145 0.0 0.0 -0.1 0.3266
H 7.6350 -4.9243 -0.7290 0.0 0.0 0.0 0.2370
H 9.1040 -5.4961 -1.5381 0.0 0.0 -0.1 0.2479
H 9.2070 -1.6903 -3.1056 -0.1 -0.1 0.0 0.2831
H 7.7033 -0.8037 -3.4628 0.0 0.0 0.0 0.2762
H 8.9721 -0.9314 -4.6891 -0.1 -0.1 -0.1 0.2462
C -0.6945 -0.8706 -8.4245 -0.3 0.1 -0.1 -0.7196
O 0.0868 0.0786 -7.6651 1.4 -2.2 -0.6 -0.3387
P 0.5956 -0.3774 -6.2037 -1.5 3.9 3.5 0.9865
O -0.6005 -0.5170 -5.3530 0.0 -0.9 -0.4 -0.7041
O 1.4045 0.9913 -5.9441 0.1 -0.1 0.1 -0.4068
C 0.6863 2.2223 -5.8961 0.0 0.2 -0.2 -0.7014
O 1.7185 -1.2926 -5.5059 0.1 -0.9 -2.5 0.0174
C 3.0213 -1.3808 -6.1315 0.2 0.0 0.1 -0.5257
H -0.7501 -0.5058 -9.4461 0.1 0.1 0.0 0.2484
H -0.2285 -1.8548 -8.4277 0.0 0.0 0.0 0.3192
H -1.6973 -0.9387 -8.0064 0.0 0.0 0.1 0.3069
H -0.3331 2.0709 -5.5418 0.0 -0.1 0.0 0.3323
H 0.6690 2.6839 -6.8833 0.0 0.0 0.0 0.2548
H 1.2119 2.8822 -5.2091 0.0 -0.1 0.0 0.2429
H 3.5320 -0.4201 -6.0784 -0.1 0.0 0.0 0.2756
H 2.9405 -1.6950 -7.1714 0.0 0.0 0.0 0.3222
H 3.6001 -2.1236 -5.5887 -0.1 -0.1 0.0 0.1108
C -3.7844 6.5100 4.2010 0.2 0.1 -0.2 -0.6690
O -5.0182 7.2330 4.2800 -0.2 -2.0 2.7 -0.3724
P -6.4097 6.4242 3.9008 -1.8 3.5 -6.3 1.1781
O -6.1245 6.2192 2.4503 0.5 -0.8 0.4 -0.6962
O -7.3310 7.6819 4.2684 -0.1 -0.3 0.4 -0.3794
C -7.0480 8.9607 3.6901 0.2 0.3 0.2 -0.6416
O -7.6640 5.3711 3.9793 1.6 -0.8 3.0 -0.2675
C -8.3263 5.1347 5.2423 -0.3 0.1 0.0 -0.6566
H -3.0207 7.1040 4.6975 -0.1 0.0 0.0 0.2959
H -3.8558 5.5438 4.7026 0.1 0.0 0.0 0.2492
H -3.5102 6.3649 3.1558 -0.1 0.0 0.0 0.3052
H -6.5821 8.8540 2.7115 0.0 -0.1 0.0 0.3319
H -6.3985 9.5340 4.3497 0.0 0.0 0.0 0.2469
H -7.9950 9.4838 3.5848 -0.1 -0.1 0.0 0.2522
H -8.8558 6.0293 5.5684 0.1 0.0 0.0 0.2847
H -7.6177 4.8277 6.0119 0.0 0.0 0.0 0.2959
H -9.0454 4.3342 5.0915 0.0 0.0 -0.1 0.2481
```
Forces are in eV/Å.

(2)
The following is a quantum chemistry calculation of a 2-piece molecular cluster, C4H4FN overall at a distorted geometry, from the Open Molecules 2025 dataset.

SMILES string	C#CC.N#CF
max |F|	0.06099	Eh/bohr
Kohn-Sham gap	10.822	eV

XYZ file:
```
10
Properties=species:S:1:pos:R:3:forces:R:3:mulliken_charge:R:1
C 0.0641 0.1268 0.8399 2.0 0.8 1.9 -0.0793
C -0.9449 0.4376 0.2662 -1.2 -0.9 -1.8 -0.2296
C 3.1268 -1.0050 0.3201 0.4 -0.1 1.8 0.5228
C -2.0949 0.5142 -0.7218 1.3 1.9 2.1 -1.0304
N 3.5694 -1.0788 1.3906 -0.4 0.1 -1.4 -0.3428
F 2.5701 -0.9259 -0.8019 0.0 0.0 -0.5 -0.1601
H 0.9855 0.1494 1.5090 -1.9 -0.3 -1.3 0.4258
H -2.8535 1.1720 -0.3341 -0.2 0.6 0.4 0.3031
H -2.6370 -0.3652 -0.8327 -0.3 -2.0 -0.4 0.3141
H -1.7855 0.9747 -1.6355 0.4 -0.1 -0.7 0.2763
```
Forces are in eV/Å.

(3)
The following is a quantum chemistry calculation of one molecule with the formula C20H23N5O4S at a distorted geometry, from the Open Molecules 2025 dataset.

SMILES string	CCOC(=O)N1CCN(C(=O)CSc2nc3c([nH]c4ccccc43)c(=O)n2C)CC1
max |F|	0.02506	Eh/bohr
Kohn-Sham gap	8.239	eV

XYZ file:
```
53
Properties=species:S:1:pos:R:3:forces:R:3:mulliken_charge:R:1
C 7.0102 1.2147 -0.6019 -0.4 -0.2 -0.1 -1.1142
C 6.0874 0.4728 -1.5579 0.3 0.3 -0.2 -0.2912
H 6.5873 -0.3934 -1.9967 -0.1 0.1 0.0 0.3141
H 5.7449 1.1475 -2.3489 0.1 -0.2 0.1 0.3322
O 4.9507 -0.0651 -0.8825 -0.2 -0.1 0.2 -0.3997
C 3.9334 0.8004 -0.6674 -0.1 -0.2 0.0 0.5669
O 3.9307 1.9565 -1.0172 0.2 0.4 -0.2 -0.6591
N 2.9007 0.2020 -0.0299 0.0 -0.1 0.0 0.3157
C 2.9552 -1.1598 0.4570 0.1 -0.3 0.1 -1.0491
H 3.4584 -1.7823 -0.2857 -0.1 0.0 0.2 0.5668
H 3.5296 -1.2135 1.3912 0.0 -0.1 -0.1 0.2447
C 1.5385 -1.6764 0.6884 0.2 -0.1 -0.2 -0.5462
N 0.8699 -0.8665 1.6831 0.2 0.1 0.0 0.3598
C -0.2239 -1.2217 2.3953 0.3 -0.3 0.3 0.6783
O -0.7080 -0.4895 3.2345 -0.1 0.1 0.3 -0.6779
C -0.7490 -2.6487 2.2747 -0.4 0.0 -0.3 -1.0053
H -0.0304 -3.3506 2.7029 0.0 0.0 0.0 0.4692
H -1.6733 -2.6879 2.8517 0.2 0.1 0.0 0.4833
S -1.1120 -3.3058 0.6186 0.0 -0.5 0.0 -0.1787
C -1.7283 -1.8612 -0.1650 0.1 0.2 0.6 0.2213
N -1.7631 -0.7875 0.5455 -0.2 -0.3 -0.1 -0.2687
C -2.1878 0.3319 -0.0829 -0.3 -0.1 -1.2 1.4067
C -2.5512 0.3346 -1.4298 0.2 -0.1 0.8 -0.4248
N -2.9100 1.6030 -1.7992 -0.1 0.0 -0.5 0.0324
C -2.7915 2.4239 -0.7123 0.2 -0.1 0.5 -0.6990
C -3.0417 3.7858 -0.5882 0.0 0.2 0.0 -0.8927
C -2.8413 4.3625 0.6476 -0.1 0.0 -0.2 -0.4519
C -2.4084 3.6147 1.7479 0.1 -0.1 0.2 -0.8783
C -2.1562 2.2660 1.6412 0.0 0.1 0.0 -0.2538
C -2.3409 1.6632 0.3979 -0.1 0.3 -0.3 0.6683
H -1.8388 1.6711 2.4838 0.1 -0.1 0.1 0.6056
H -2.2758 4.1114 2.6972 0.0 0.0 0.1 0.4216
H -3.0282 5.4187 0.7734 0.0 0.1 0.0 0.3861
H -3.3836 4.3669 -1.4313 0.0 0.1 -0.1 0.4191
H -3.2172 1.8626 -2.7216 0.0 0.0 0.1 0.2026
C -2.5297 -0.8544 -2.2241 0.0 0.1 0.0 0.4057
O -2.8344 -0.9673 -3.3977 -0.1 0.2 -0.1 -0.7304
N -2.0872 -1.9676 -1.4749 0.0 0.3 0.0 -0.0144
C -2.0215 -3.2465 -2.1459 0.0 -0.4 -0.3 -1.2934
H -0.9960 -3.6191 -2.1577 0.0 0.0 0.0 0.3793
H -2.6567 -3.9737 -1.6392 0.0 0.0 0.0 0.3992
H -2.3720 -3.0919 -3.1659 0.1 -0.1 0.1 0.3799
C 1.3025 0.5201 1.7605 -0.1 0.3 0.0 -0.7551
C 1.7607 0.9931 0.3912 -0.1 0.3 0.1 -0.7672
H 0.9394 0.8949 -0.3298 0.0 0.1 0.1 0.1726
H 2.0653 2.0413 0.4170 -0.1 -0.1 0.0 0.4991
H 2.1185 0.6180 2.4860 -0.1 0.1 0.0 0.3225
H 0.4566 1.1133 2.1117 0.2 0.0 0.0 0.3939
H 1.5894 -2.7143 1.0250 0.0 0.1 -0.1 0.5243
H 0.9978 -1.6493 -0.2672 0.1 -0.1 0.0 0.1982
H 7.3156 0.5609 0.2118 0.1 0.0 0.1 0.2912
H 7.8927 1.5534 -1.1370 0.1 0.0 0.0 0.3839
H 6.4942 2.0783 -0.1902 0.0 0.1 0.0 0.3066
```
Forces are in eV/Å.

(4)
The following is a quantum chemistry calculation of one molecule with the formula C4H7NO at a distorted geometry, from the Open Molecules 2025 dataset.

SMILES string	C[C@H]1N[C@H]1C=O
max |F|	0.04925	Eh/bohr
Kohn-Sham gap	10.907	eV

XYZ file:
```
13
Properties=species:S:1:pos:R:3:forces:R:3:mulliken_charge:R:1
C -0.9499 -0.4572 1.2358 -0.1 0.1 0.0 -1.2601
C -0.4474 -0.7280 -0.1535 0.1 -0.1 0.3 0.3175
N -0.7910 0.1512 -1.2476 0.4 0.0 -0.3 -0.6223
C 0.6117 0.0982 -0.8088 0.6 -0.1 0.5 -0.1040
C 1.2860 1.2694 -0.2158 0.6 0.1 0.4 -0.2069
O 2.4686 1.0716 -0.0196 0.0 1.1 0.5 -0.4931
H -1.0983 0.6163 1.3781 0.0 -0.1 0.0 0.3049
H -0.2139 -0.8131 1.9659 -0.1 0.1 -0.1 0.2846
H -1.8969 -0.9710 1.4269 0.1 0.1 0.0 0.3559
H -0.3714 -1.7872 -0.4157 0.1 0.2 0.1 0.3845
H -1.0402 -0.3408 -2.1006 0.4 0.0 0.0 0.2501
H 1.6115 -0.3581 -1.0375 -1.7 -1.1 -1.5 0.3723
H 0.8314 2.2488 -0.0078 -0.2 -0.1 0.0 0.4167
```
Forces are in eV/Å.